Entry 1:
# C19H40F3IN3O6P5

A cluster of 2 separate species, C19H40F3IN3O6P5 in total (wB97M-V/def2-TZVPD, the Open Molecules 2025 dataset).

Output
HOMO energy (spin up / spin down) = -0.3573 / -0.4053 hartree
expectation value of S² = 0.754
total charge = +1
spin multiplicity = 2

```
77
Properties=species:S:1:pos:R:3:forces:R:3
C -4.565362 -1.069269 2.708582 0.04 0.08 0.03
P -3.683542 -2.632712 2.382360 0.04 -0.10 0.00
C -4.985988 -3.775792 1.785634 -0.08 -0.07 0.07
N -2.777214 -2.264498 0.843877 0.07 0.18 -0.18
C -3.138417 -1.565148 -0.217174 0.18 -0.33 -0.12
C -4.568836 -1.125133 -0.315647 0.09 0.00 0.08
C -5.281631 -0.934902 -1.654029 0.20 0.04 -0.02
O -6.663074 -0.763715 -1.443720 -0.18 -0.08 0.07
C -1.990951 -1.228383 -1.104917 -0.34 -0.21 0.14
P -2.150243 -1.643447 -2.942427 0.13 -0.08 -0.14
N -1.006908 -1.362031 -3.931654 -0.18 0.20 0.32
P -2.057611 0.727937 -0.964228 -0.11 0.25 -0.03
C -0.692571 1.275967 -2.005152 -0.06 -0.11 -0.20
O -1.324976 0.955639 0.495042 0.17 -0.36 0.04
C -0.803128 -1.897546 -0.373655 -0.08 0.32 0.09
I 0.912575 -2.583347 -1.418022 0.14 0.02 -0.07
C -1.420965 -2.880984 0.641241 0.10 -0.11 0.04
P -0.339558 -2.775569 2.207969 -0.08 0.31 0.09
P 1.157975 -4.388432 2.227912 -0.43 -0.03 -0.01
O 2.292137 -4.088660 1.374036 0.43 0.00 -0.20
O 1.369883 -4.355411 3.799979 0.05 -0.02 0.12
O 0.474830 -5.809377 1.981639 0.14 -0.08 0.13
C -1.761170 -4.305807 0.137178 -0.09 0.02 -0.03
F -2.716761 -4.251500 -0.824551 0.15 -0.08 0.09
F -2.282066 -5.030490 1.146855 0.10 0.13 -0.22
F -0.728072 -4.955682 -0.373079 -0.14 -0.02 0.18
H -3.891709 -0.223453 2.558074 -0.01 0.03 0.06
H -4.783395 -1.108203 3.776830 -0.05 0.05 0.03
H -5.491478 -0.898028 2.168258 -0.03 -0.04 0.03
H -5.061624 -3.861476 0.703423 0.04 0.01 -0.01
H -5.946386 -3.441948 2.179765 -0.04 -0.04 0.02
H -4.762644 -4.761730 2.187657 -0.07 -0.03 -0.04
H -5.151986 -1.861741 0.236460 0.01 0.11 0.04
H -4.621842 -0.176179 0.228606 -0.05 0.06 0.00
H -4.898572 -0.058532 -2.178378 0.08 -0.04 -0.03
H -5.159243 -1.822195 -2.276853 0.07 -0.01 -0.11
H -6.881844 -0.660730 -0.512482 0.05 0.09 -0.06
H -3.329731 -0.974051 -3.253077 -0.21 0.09 -0.03
H -2.606209 -2.968890 -2.852537 -0.01 -0.06 -0.04
H -0.119626 -1.013354 -3.606908 0.07 -0.13 -0.22
H -0.990484 1.128637 -3.044753 0.04 0.09 -0.02
H 0.264742 0.789609 -1.822005 -0.01 0.03 0.09
H -0.593730 2.348545 -1.823341 0.09 -0.01 0.01
H -1.603146 0.384486 1.221097 -0.15 0.23 0.05
H -0.352372 -1.118782 0.241342 0.03 0.02 -0.02
H -1.214431 -3.352310 3.136237 -0.01 -0.29 -0.06
H 1.241812 -5.206837 4.239990 0.03 0.05 0.02
H 1.019494 -6.341220 1.379807 -0.14 0.03 -0.04
C 5.877443 3.461861 -1.085462 -0.02 -0.04 -0.02
C 4.451235 3.982404 -1.296859 0.15 -0.15 -0.07
C 4.150339 5.171537 -0.377799 -0.03 0.07 0.05
C 4.017124 4.782800 1.092989 0.02 -0.04 -0.02
C 2.976513 3.681582 1.284205 -0.05 0.08 -0.01
C 3.215281 2.454940 0.394496 0.15 -0.22 -0.05
N 3.419968 2.924183 -1.019092 0.06 0.42 0.42
O 2.335374 3.074799 -1.670654 -0.26 -0.17 -0.33
C 4.394537 1.623776 0.906763 0.01 -0.01 -0.09
C 1.984851 1.560597 0.380299 -0.14 -0.09 0.16
C 4.318772 4.391243 -2.759143 -0.01 0.07 0.01
H 6.561655 4.108941 -1.633840 0.01 -0.01 0.00
H 6.197329 3.469102 -0.047807 0.00 0.00 0.01
H 5.985880 2.449745 -1.475852 0.01 0.01 -0.02
H 3.217766 5.636894 -0.711256 -0.01 -0.04 -0.03
H 4.943399 5.911372 -0.511073 -0.02 0.02 0.03
H 4.982552 4.472747 1.500533 0.01 -0.02 -0.02
H 3.715630 5.659799 1.667860 0.03 0.00 0.03
H 2.956828 3.345485 2.324142 -0.02 0.04 0.02
H 1.984987 4.086773 1.058517 0.01 -0.02 -0.06
H 4.668670 0.855499 0.182537 0.00 0.00 0.01
H 4.090418 1.128782 1.829528 0.00 -0.01 0.00
H 5.277147 2.211697 1.133865 0.00 0.01 0.01
H 1.094778 2.120562 0.115696 -0.02 0.00 0.00
H 1.835478 1.122830 1.370435 0.07 0.04 0.01
H 2.111868 0.748243 -0.339294 0.03 -0.02 0.02
H 4.488225 3.537632 -3.416350 0.01 0.00 0.00
H 5.074243 5.148662 -2.972227 -0.01 -0.01 -0.01
H 3.337760 4.802189 -2.976420 -0.02 0.00 0.00
```
Forces are in eV/Å.

Entry 2:
# C19H40F3N4O7Zr

A structure of composition C19H40F3N4O7Zr (wB97M-V/def2-TZVPD, the Open Molecules 2025 dataset).

Output
HOMO energy = -0.5843 hartree
total charge = +3
spin multiplicity = 1

```
74
Properties=species:S:1:pos:R:3:forces:R:3
C -1.241522 -0.904942 4.140702 0.80 -0.55 0.12
C -2.270915 0.182518 4.384038 0.25 -0.48 0.45
N -2.749725 0.817362 3.149889 0.24 -0.82 0.25
C -1.907367 1.484343 2.308159 0.72 0.40 -0.47
C -2.615546 1.886824 1.231801 -0.95 -0.41 0.03
N -3.899022 1.414493 1.440433 0.07 0.20 -0.37
C -3.939552 0.739726 2.579539 -0.54 0.34 -0.27
C -5.008552 1.611739 0.522710 -0.76 -0.74 -0.61
H -0.788792 -1.214978 5.084987 -0.17 0.29 0.16
H -0.388929 -0.599987 3.528721 -0.16 0.22 -0.10
H -1.626786 -1.842161 3.738231 -0.38 0.27 -0.24
H -1.854340 0.976153 5.000801 -0.01 0.01 0.02
H -3.079850 -0.281375 4.944030 -0.39 0.38 -0.22
H -0.850405 1.559754 2.490747 -0.06 0.21 0.27
H -2.411152 2.397872 0.309791 0.34 0.19 0.16
H -4.824466 0.209546 2.890618 0.12 0.06 0.47
H -5.201383 2.657989 0.308609 0.14 0.07 0.20
H -5.911478 1.135557 0.903310 0.04 0.30 0.42
H -4.848501 1.062398 -0.405859 0.43 0.25 -0.04
Zr 0.466157 -2.301604 -1.098820 -4.21 3.57 1.90
C -2.706992 -3.397151 -0.226488 -1.67 -2.61 -0.42
O -3.321016 -3.861711 -1.360912 -0.08 0.94 -0.35
O -1.380144 -3.110176 -0.544750 4.92 1.87 -1.08
C -3.597382 -2.320650 0.411797 0.70 0.65 0.09
F -4.690601 -2.893395 0.882151 -0.04 0.00 -0.02
F -2.946823 -1.768139 1.467250 0.09 0.05 -0.09
F -3.954564 -1.328329 -0.402520 0.19 -0.04 -0.12
C -3.725137 -5.256181 -1.498329 0.13 0.26 0.02
C -4.985236 -5.620854 -0.714292 0.25 -0.32 -0.35
H -4.811762 -6.555966 -0.184480 -0.21 -0.09 -0.09
H -5.298831 -4.893914 0.026601 0.16 0.17 -0.07
H -5.797269 -5.741080 -1.427341 -0.17 -0.11 0.21
H -2.882540 -5.916408 -1.274902 0.08 0.17 0.22
H -3.872007 -5.303872 -2.573837 -0.18 -0.21 0.04
H -2.745016 -4.222395 0.499082 0.57 0.25 0.38
O 0.136950 1.657942 -0.350026 -0.04 -0.66 -0.26
C 0.245888 0.438862 -0.655986 0.46 -3.14 -0.70
O -0.594367 -0.509556 -0.329583 -0.51 -0.57 0.64
O 1.198642 -0.154912 -1.317540 0.83 0.01 -0.43
H 0.921210 2.207764 -0.709989 0.84 0.36 -0.27
C 1.278284 6.022162 0.640452 -0.96 -0.56 0.49
C 1.657031 4.543425 0.466047 0.67 1.15 -0.75
C 2.073449 4.408063 -1.010597 0.58 -0.39 0.86
O 2.302584 3.009280 -1.328441 -0.63 -0.23 0.20
C 2.310614 2.753118 -2.730879 -1.18 -1.43 -0.28
N 2.765212 4.303744 1.410851 -0.91 -0.74 -0.69
H 0.740147 6.148762 1.580185 0.30 0.02 0.16
H 0.574296 6.377907 -0.112725 0.33 0.10 -0.26
H 2.192229 6.609198 0.687224 -0.11 0.21 -0.19
H 0.818005 3.858273 0.616971 -0.05 0.17 0.51
H 3.051556 4.886755 -1.105298 -0.24 0.37 -0.40
H 1.312545 4.846504 -1.658332 0.13 -0.13 -0.23
H 1.274126 2.873914 -3.070156 0.28 0.68 -0.53
H 2.456956 1.679454 -2.886227 0.39 0.02 0.38
H 3.051042 3.242170 -3.359407 -0.06 0.63 0.43
H 2.943726 3.303735 1.425164 0.42 0.11 0.12
H 3.563677 4.764110 0.982948 0.28 -0.12 0.44
C 4.302507 -3.643550 -0.835071 0.09 0.63 0.47
C 3.957105 -2.194442 -1.180088 -1.19 -1.09 1.19
C 5.022194 -1.424385 -1.918507 -0.55 0.01 -0.95
O 4.457281 -0.175488 -2.270071 0.74 -0.22 0.07
C 5.243246 0.960587 -1.937900 -0.69 1.94 0.49
N 2.677107 -2.280197 -2.021161 -0.44 -0.09 -1.37
H 3.496378 -4.156604 -0.297342 -0.25 0.03 -0.36
H 5.103025 -3.677703 -0.096178 0.37 -0.03 -0.41
H 4.548937 -4.160401 -1.762180 0.22 -0.33 0.24
H 3.569652 -1.661761 -0.304085 0.73 0.25 0.15
H 5.236183 -1.940464 -2.864986 0.16 -0.23 0.14
H 5.961624 -1.374756 -1.369502 -0.14 0.15 0.28
H 5.110898 1.746779 -2.683840 0.03 -0.44 -0.42
H 6.317235 0.864061 -1.788893 -0.06 -0.80 -0.14
H 4.812754 1.442329 -1.050667 0.21 -0.33 0.24
H 2.883038 -2.980859 -2.745669 -0.13 -0.19 0.21
H 2.694484 -1.414824 -2.589984 -0.19 0.17 0.41
```
Forces are in eV/Å.

Entry 3:
# C19H40F4Mg2N3O13P2

A structure of composition C19H40F4Mg2N3O13P2 (wB97M-V/def2-TZVPD, the Open Molecules 2025 dataset).

Output
HOMO energy = -0.4064 hartree
total charge = +1
spin multiplicity = 1

```
83
Properties=species:S:1:pos:R:3:forces:R:3
Mg -3.877589 2.488058 1.157604 1.72 0.46 1.14
Mg -2.107963 1.953829 -3.661888 0.57 1.28 2.58
O -4.387309 3.320876 -0.446444 -1.13 -0.18 0.43
P -4.189919 3.913368 -1.771730 0.69 -0.23 0.01
O -3.216544 3.250384 -2.670382 0.21 -0.74 -1.23
F -3.800794 5.375018 -1.612453 0.27 0.73 0.01
F -5.503712 4.053785 -2.513342 -1.06 0.04 -0.42
O -1.581641 0.975075 -2.012888 -0.27 -0.43 -1.42
P -1.309433 1.090927 -0.556956 -1.00 0.38 0.09
O -2.250404 1.818659 0.304938 0.02 -0.34 -0.17
F 0.087894 1.710259 -0.411092 0.53 -0.18 0.12
F -1.154394 -0.329248 0.008052 0.52 -0.31 -0.01
C -1.949443 3.466752 4.426937 -0.43 0.08 -0.24
C -2.706419 3.128160 3.164437 0.54 -0.67 0.22
O -2.660649 3.909769 2.180358 -0.84 -0.07 0.01
O -3.308033 1.997137 3.076919 -0.72 0.49 -0.44
H -2.578793 4.083558 5.071478 0.04 0.23 -0.19
H -1.081252 4.033660 4.098588 0.12 0.04 0.41
H -1.720451 2.589273 5.024583 0.21 -0.14 -0.25
C 0.615117 -3.200264 -4.729008 0.07 -0.37 0.07
O 0.425805 -4.160912 -5.433363 -0.08 -0.12 -0.23
N 0.795232 -3.261203 -3.384773 -0.32 0.61 -0.06
C 0.645928 -4.509112 -2.664165 0.07 -0.09 0.01
C 0.946799 -2.069549 -2.577443 -0.37 -0.29 -0.23
H 0.670540 -2.182910 -5.155605 0.05 0.15 0.23
H 0.059722 -5.218397 -3.241715 0.20 -0.03 -0.24
H 0.099966 -4.338476 -1.732621 0.15 0.13 0.05
H 1.636641 -4.905187 -2.436058 -0.11 -0.26 0.11
H 0.118124 -2.062981 -1.861887 0.21 0.27 0.24
H 1.902839 -2.067492 -2.057947 -0.02 0.02 0.08
H 0.873334 -1.171931 -3.194400 0.07 -0.07 -0.07
C -2.932196 -4.410794 -2.317493 0.66 -0.07 0.77
O -3.209893 -5.243492 -3.141189 -0.28 -0.08 -0.42
N -3.340379 -4.406631 -1.020787 -0.20 -0.02 -0.51
C -4.277838 -5.379847 -0.529810 -0.21 -0.78 0.18
C -2.933190 -3.397476 -0.094220 0.50 0.63 0.51
H -2.189403 -3.604644 -2.495610 -0.22 0.10 -0.17
H -3.854886 -5.960534 0.296290 -0.01 0.43 0.27
H -4.509469 -6.152678 -1.258984 0.03 0.41 -0.45
H -5.200801 -4.883440 -0.226988 -0.03 -0.13 0.16
H -2.197967 -2.725283 -0.544191 0.07 -0.19 -0.12
H -3.738847 -2.741173 0.257110 -0.26 -0.27 -0.14
H -2.471735 -3.842533 0.791867 0.00 0.01 -0.05
C 0.216988 4.133210 -3.296917 -0.36 0.47 -0.05
O -0.603550 3.202997 -3.427024 0.12 -0.65 -0.92
N 1.452460 4.000806 -2.885132 -0.53 -1.01 -0.14
C 2.026617 2.676431 -2.693390 1.21 0.15 -0.55
C 2.271164 5.129471 -2.570068 0.23 1.56 0.20
H -0.087444 5.158369 -3.525697 -0.02 0.02 0.14
H 2.865692 2.536724 -3.390209 -0.04 0.39 0.06
H 1.348338 1.883359 -2.975617 -0.40 0.05 0.67
H 2.474741 2.644073 -1.702663 -0.43 -0.47 0.18
H 3.222575 5.080270 -3.094066 0.05 -0.05 0.07
H 1.768781 6.063365 -2.838975 -0.02 -0.24 -0.42
H 2.422505 5.285324 -1.498382 0.17 -0.68 0.03
O 2.293221 4.315890 2.946193 -0.06 0.25 -0.01
C 2.078671 3.165481 3.223012 0.44 -0.06 0.13
O 2.726864 2.507726 4.188953 -0.54 -0.73 0.02
C 3.644159 3.204226 5.015627 0.96 0.56 0.69
C 5.016199 3.298865 4.359800 -0.36 -0.82 -0.89
C 1.073451 2.304534 2.511776 -0.25 0.81 -0.56
H 3.756687 2.604898 5.918514 -0.31 -0.09 -0.04
H 3.247862 4.170801 5.327505 -0.09 0.05 -0.33
H 5.435433 2.288348 4.331120 0.19 0.12 0.23
H 5.722014 3.974020 4.830477 -0.13 0.10 0.17
H 4.898079 3.546430 3.301857 0.05 0.45 0.15
H 1.498138 1.401155 2.083049 0.04 -0.18 0.37
H 0.722513 2.929277 1.690724 -0.10 -0.11 -0.01
H 0.208759 2.112475 3.144228 0.16 -0.35 0.13
O -0.372799 -4.325862 2.097942 0.19 0.16 -0.01
C 0.602322 -4.654840 1.465582 -0.72 -0.39 0.05
O 1.440632 -3.781961 0.909469 0.37 0.27 -0.65
C 1.298126 -2.406073 1.293092 0.16 -0.52 1.37
C 2.474661 -1.609594 0.819700 0.26 1.16 -0.06
C 0.999089 -6.081541 1.207092 -0.28 -0.08 0.46
H 1.283632 -2.426096 2.390735 0.11 0.22 -0.09
H 0.329100 -1.968565 1.053699 0.04 -0.27 -0.62
H 3.455620 -1.870172 1.215564 -0.24 -0.49 0.25
H 2.289655 -0.593228 1.190018 0.10 0.01 -0.12
H 2.613198 -1.517538 -0.255532 -0.33 -0.22 -0.07
H 1.102127 -6.292732 0.145976 0.29 0.07 -0.01
H 0.234172 -6.731856 1.623885 -0.10 0.07 -0.07
H 1.912957 -6.290831 1.764352 0.19 0.01 -0.35
```
Forces are in eV/Å.

Quick rundown of E, same order as above: -99797.627 -50050.747 -91787.477 eV
Quick rundown of max |F|, same order as above: 0.60 5.84 2.94 eV/Å